Version w
{"formula": "H23O12", "method": "wB97M-V/def2-TZVPD", "total_charge": -1, "e_homo_ev": -6.80, "lumo_energy_ev": 2.74, "orbital_gap_ev": 9.5, "symbols": ["O", "O", "O", "O", "O", "O", "O", "O", "O", "O", "O", "O", "H", "H", "H", "H", "H", "H", "H", "H", "H", "H", "H", "H", "H", "H", "H", "H", "H", "H", "H", "H", "H", "H", "H"], "coordinates": [[1.834, 1.273, -3.242], [2.050, 0.457, 2.177], [0.124, 2.436, 2.659], [0.718, 2.945, -0.856], [-1.974, -0.833, 0.887], [-0.991, 1.665, 0.539], [1.250, 0.061, -0.455], [0.178, -4.732, -0.635], [-0.867, -0.905, -5.073], [-0.692, -0.767, 4.023], [0.354, -2.280, 1.895], [-2.107, 0.460, -1.965], [-0.661, 0.241, 3.832], [-2.185, 0.020, 0.320], [0.498, 0.430, -0.085], [-1.738, 2.388, 0.585], [-1.675, -1.138, -4.696], [2.214, 0.987, 1.542], [1.746, -0.521, 0.030], [2.352, 0.502, -2.963], [1.457, 0.881, 2.827], [2.004, 1.912, -2.529], [0.769, 3.119, 2.258], [-1.274, 0.464, -2.480], [-0.562, -0.053, -4.485], [-0.149, 2.576, -0.137], [-0.505, -0.936, 3.117], [-0.425, -1.820, 1.585], [0.996, -1.918, 1.309], [-1.041, -0.696, 0.746], [-1.721, 0.266, -1.012], [0.560, -5.114, 0.187], [-0.290, 2.106, 1.776], [-0.136, -3.964, -0.068], [0.735, 2.038, -1.277]]}

Version x
{"formula": "H23O12", "method": "wB97M-V/def2-TZVPD", "total_charge": -1, "e_homo_ev": -6.87, "lumo_energy_ev": 2.58, "orbital_gap_ev": 9.5, "symbols": ["O", "O", "O", "O", "O", "O", "O", "O", "O", "O", "O", "O", "H", "H", "H", "H", "H", "H", "H", "H", "H", "H", "H", "H", "H", "H", "H", "H", "H", "H", "H", "H", "H", "H", "H"], "coordinates": [[2.559, 0.918, -1.171], [-0.461, 2.746, -1.784], [-1.103, -0.283, 2.632], [-0.624, 0.457, -0.028], [1.951, -0.668, 1.382], [0.257, -2.849, 1.390], [0.519, -0.314, -2.451], [1.512, 1.960, 1.147], [-1.388, -1.976, -0.642], [-2.806, 0.708, -1.447], [1.860, -2.628, -0.862], [-1.820, 2.601, 0.871], [-3.480, 0.632, -0.779], [1.634, -1.770, -1.132], [-1.420, 3.382, 0.375], [-0.146, -2.941, 2.282], [-0.903, -0.038, 1.687], [-1.980, 0.585, -0.918], [1.835, 1.135, 1.487], [-1.051, -1.043, -0.445], [-0.327, -0.454, 3.172], [-2.233, -1.962, -0.206], [2.880, -0.679, 1.656], [1.841, 0.490, -1.604], [2.138, 1.425, -0.440], [1.563, -1.386, 1.824], [0.622, 1.870, 0.817], [-0.038, -0.087, -1.703], [-1.373, 1.841, 0.522], [0.162, 0.045, 0.298], [-0.726, 2.664, -2.721], [-0.387, -2.402, 0.899], [-0.568, 1.951, -1.265], [1.297, -2.698, -0.081], [0.210, -1.216, -2.774]]}

The structure with the greatest stability is version x.

Version w
{"formula": "C6H12N", "method": "wB97M-V/def2-TZVPD", "total_charge": 1, "smiles": "CC(C)C1=[N+](C)C1", "e_homo_ev": -15.64, "lumo_energy_ev": -4.49, "orbital_gap_ev": 11.1, "symbols": ["N", "C", "C", "C", "C", "C", "C", "H", "H", "H", "H", "H", "H", "H", "H", "H", "H", "H", "H"], "coordinates": [[0.921, -1.467, -0.385], [0.560, -0.339, 0.037], [0.401, -2.638, -0.845], [2.022, -0.589, 0.101], [-1.973, 0.665, 0.065], [-0.511, 1.150, -0.097], [-0.064, 2.273, 0.868], [2.617, -0.862, 0.973], [1.025, -3.104, -1.600], [0.170, -3.320, -0.033], [0.371, 1.861, 1.915], [-2.300, -0.318, -0.363], [0.616, 2.937, 0.337], [-0.994, 2.842, 1.172], [2.768, -0.263, -0.625], [-2.173, 0.704, 1.204], [-0.291, 1.462, -1.075], [-2.639, 1.358, -0.373], [-0.525, -2.351, -1.275]]}

Version x
{"formula": "C6H12N", "method": "wB97M-V/def2-TZVPD", "total_charge": 1, "e_homo_ev": [-13.61, -13.46], "lumo_energy_ev": [-6.14, -6.28], "orbital_gap_ev": [7.5, 7.2], "symbols": ["N", "C", "C", "C", "C", "C", "C", "H", "H", "H", "H", "H", "H", "H", "H", "H", "H", "H", "H"], "coordinates": [[1.635, 0.982, 0.324], [-1.802, 1.165, 0.129], [-0.375, 1.130, 0.201], [0.704, 1.661, -0.716], [0.612, 0.558, 1.051], [-1.374, -1.283, -1.722], [0.395, -0.476, 1.900], [2.638, 0.923, 0.346], [1.337, -1.150, 2.145], [-2.051, 0.398, -0.727], [-2.301, 0.896, 0.958], [-0.958, -2.331, -1.885], [-0.616, -0.559, 2.373], [0.918, 2.831, -0.785], [0.665, 1.164, -1.662], [-2.484, -1.233, -1.753], [-0.925, -0.553, -2.437], [-2.048, 2.164, -0.260], [-1.021, -1.017, -0.664]]}

The structure with the greatest stability is version w.

Version w
{"formula": "C6H12N", "method": "wB97M-V/def2-TZVPD", "total_charge": 1, "e_homo_ev": -12.74, "lumo_energy_ev": -4.74, "orbital_gap_ev": 8.0, "symbols": ["N", "C", "C", "C", "C", "C", "C", "H", "H", "H", "H", "H", "H", "H", "H", "H", "H", "H", "H"], "coordinates": [[-0.948, -1.225, 0.244], [-0.795, -2.076, -0.938], [0.446, 1.625, -0.377], [1.457, 0.752, 0.275], [-1.929, -1.162, 1.019], [-0.404, 2.402, 0.329], [2.465, 0.181, -0.436], [0.050, -2.786, -0.775], [2.526, 0.347, -1.538], [-1.710, -2.645, -1.071], [-1.864, -0.417, 1.812], [-0.161, -0.595, 0.419], [-0.507, -1.435, -1.798], [0.404, 1.536, -1.468], [-2.836, -1.782, 0.891], [1.303, 0.553, 1.358], [3.371, -0.163, 0.060], [-0.324, 2.541, 1.401], [-1.050, 3.096, -0.236]]}

Version x
{"formula": "C6H12N", "method": "wB97M-V/def2-TZVPD", "total_charge": 1, "smiles": "C=C(C)C[C@@H]1C[NH2+]1", "e_homo_ev": -13.11, "lumo_energy_ev": -3.53, "orbital_gap_ev": 9.6, "symbols": ["N", "C", "C", "C", "C", "C", "C", "H", "H", "H", "H", "H", "H", "H", "H", "H", "H", "H", "H"], "coordinates": [[-1.307, 0.941, -1.903], [-0.729, -0.503, 0.274], [0.604, -2.197, 1.415], [0.460, -0.952, 1.104], [-0.457, 1.785, -1.032], [1.430, 0.101, 1.452], [-0.313, 0.293, -1.027], [-1.148, 2.416, -0.516], [0.235, 2.308, -1.606], [2.471, -0.362, 1.234], [-2.331, 0.979, -1.776], [1.230, 0.823, 0.612], [1.490, -2.520, 1.971], [1.399, 0.450, 2.469], [-0.030, -3.058, 1.049], [0.526, -0.055, -1.580], [-1.021, 0.936, -2.889], [-1.175, -1.436, -0.212], [-1.334, 0.051, 0.960]]}

Version y
{"formula": "C6H12N", "method": "wB97M-V/def2-TZVPD", "total_charge": 1, "e_homo_ev": -15.26, "lumo_energy_ev": -3.79, "orbital_gap_ev": 11.5, "symbols": ["N", "C", "C", "C", "C", "C", "C", "H", "H", "H", "H", "H", "H", "H", "H", "H", "H", "H", "H"], "coordinates": [[0.306, 0.538, -0.053], [-1.125, 0.494, -0.261], [0.946, -2.098, -1.212], [-1.613, -0.613, 0.651], [1.248, -1.133, -0.306], [0.884, 1.311, 1.035], [1.122, 1.662, -0.364], [0.120, 1.779, 1.672], [1.678, 0.933, 1.618], [-1.205, 0.303, -1.416], [0.576, 2.448, -0.799], [-1.657, 1.465, 0.031], [-1.974, -0.162, 1.645], [2.022, -1.000, 0.526], [1.520, -3.059, -1.118], [-2.372, -1.386, 0.291], [0.116, -2.171, -1.816], [2.155, 1.646, -0.769], [-0.761, -1.343, 0.784]]}

Version z
{"formula": "C6H12N", "method": "wB97M-V/def2-TZVPD", "total_charge": 1, "smiles": "C=C/C=[NH+]/C(C)C", "e_homo_ev": -14.75, "lumo_energy_ev": -5.52, "orbital_gap_ev": 9.2, "symbols": ["N", "C", "C", "C", "C", "C", "C", "H", "H", "H", "H", "H", "H", "H", "H", "H", "H", "H", "H"], "coordinates": [[0.069, -0.148, 0.358], [-1.032, 1.091, -1.543], [1.461, 0.907, -1.305], [-0.422, -0.099, 1.554], [-0.249, -2.450, 1.455], [0.131, 1.002, -0.514], [-0.459, -1.334, 2.290], [-0.218, -2.367, 0.356], [0.281, 1.820, 0.175], [-0.655, 0.900, 1.970], [-0.690, 1.698, -2.336], [-0.666, -1.295, 3.336], [0.381, -1.071, -0.002], [2.282, 0.888, -0.615], [-0.215, -3.418, 1.909], [1.394, 0.162, -2.161], [-1.279, 0.209, -2.167], [-1.812, 1.689, -0.991], [1.697, 1.814, -1.767]]}

The structure with the greatest stability is version z.